C5H8BClO2S | ωB97M-V/def2-TZVPD

```
18
Properties=species:S:1:pos:R:3:forces:R:3
C 0.996 0.986 0.978 -0.2097 0.1308 -0.0531
C 0.550 -0.359 0.503 0.5269 -0.8127 1.5330
C -0.548 -0.879 1.028 0.3317 -1.3844 -0.8680
C -1.294 -0.263 2.014 -1.4270 0.5603 1.6687
C -1.930 0.126 2.962 0.1199 0.1192 -0.3610
Cl -2.823 0.728 4.202 0.0380 -0.0203 -0.0162
B 1.449 -1.247 -0.402 -0.0403 -0.3808 -0.7647
O 1.349 -2.626 -0.409 0.2722 -1.3049 -0.4939
O 2.253 -0.503 -1.217 0.2208 0.0121 -0.2987
H 0.117 1.621 0.907 0.0634 0.4939 -0.0651
H 1.709 1.236 0.209 0.6430 1.0778 0.4539
H 1.333 1.083 2.057 0.0117 -0.4831 -1.3931
H -0.814 -1.889 0.754 -0.3038 -0.1682 -0.0396
H 1.778 -3.368 -0.944 -0.6717 2.3813 0.9592
H 2.586 -0.977 -1.974 0.4365 -0.2262 -0.2445
S -3.324 0.503 -1.019 -0.3339 0.4459 0.6397
H -3.842 1.093 0.094 0.1141 -0.5098 -0.3577
H -2.816 1.693 -1.339 0.2080 0.0692 -0.2990
```
Positions in Å, forces in eV/Å.

As for the structure (SMILES): C/C(=C\C#CCl)B(O)O.S. The total charge is 0. As for the gap between HOMO and LUMO: 8.8 eV. As for the LUMO energy: 0.22 eV. The calculation puts the total energy at -33443.5027 eV.